1.
Entry from OMol25: C12H17AuBrN6S as an isolated structure (ωB97M-V/def2-TZVPD).

XYZ file:
```
38
Properties=species:S:1:pos:R:3:forces:R:3
Au 0.0449 -1.7269 -0.9286 0.145 -0.262 -0.021
C -3.2046 2.6149 -2.0546 -0.006 0.029 -0.009
C -2.9711 1.1528 -2.3002 0.024 -0.021 0.014
C -3.8026 0.3866 -3.1088 -0.046 0.021 -0.023
C -3.5586 -0.9631 -3.2985 0.007 -0.016 0.000
C -2.4682 -1.5181 -2.6608 -0.017 0.069 0.006
Br -2.0520 -3.3388 -2.8625 0.013 -0.073 -0.012
N -1.6569 -0.8071 -1.8809 0.037 0.062 0.070
C -1.9026 0.5004 -1.7069 -0.032 -0.029 -0.035
H -3.9558 3.0106 -2.7353 0.003 -0.009 0.002
H -2.2874 3.1873 -2.1907 0.002 -0.009 0.010
H -3.5521 2.7846 -1.0345 0.002 -0.007 -0.002
H -4.6510 0.8481 -3.5993 0.007 -0.005 0.004
H -4.1937 -1.5716 -3.9246 0.009 -0.006 0.005
H -1.2070 1.0207 -1.0611 -0.010 0.018 -0.011
N 3.0330 2.1360 1.4953 0.268 -0.069 0.184
C 1.7934 1.5249 1.4288 -0.347 -0.192 0.078
C 1.4910 0.6673 0.3894 0.039 -0.147 -0.004
N 0.3437 -0.1095 0.4469 -0.005 0.199 0.091
C -0.5174 0.1416 1.4840 0.016 -0.065 -0.048
C -0.1980 1.0616 2.4361 -0.014 -0.010 0.056
N 0.9878 1.7431 2.4855 0.045 -0.037 -0.133
H 3.4982 2.3030 0.6200 0.015 0.091 -0.106
H 3.0318 2.9305 2.1156 0.037 0.109 -0.004
H 2.1629 0.5062 -0.4430 -0.006 0.027 0.013
H -1.4466 -0.4132 1.5116 0.006 0.022 0.005
H -0.9076 1.2622 3.2303 0.026 0.012 0.012
C 1.7014 -2.7228 -0.1771 -0.096 0.137 0.022
H 1.8436 -3.7193 -0.5914 -0.089 0.020 -0.074
H 2.5758 -2.1233 -0.4220 0.071 -0.025 0.060
N 2.0585 -1.0148 3.3007 -0.200 0.187 0.004
C 2.5515 -1.6548 2.2658 0.073 -0.160 -0.150
N 3.7544 -1.3709 1.7974 0.086 -0.006 0.016
S 1.5983 -2.9681 1.6252 -0.029 0.082 -0.020
H 2.5688 -0.2557 3.7321 0.005 0.021 0.005
H 1.0497 -0.9773 3.3892 0.028 -0.017 0.064
H 4.2201 -0.5063 2.0365 -0.049 0.032 -0.006
H 4.2243 -2.0205 1.1904 -0.021 0.029 -0.060
```
Forces are in eV/Å.

Kohn-Sham gap (alpha / beta)   5.6 / 6.7 eV
LUMO level (alpha / beta)   -0.1021 / -0.1586 Eh
E_HOMO (alpha / beta)   -8.417 / -11.041 eV
<S²>   2.02
Maximum force   0.4 eV/A
Multiplicity   3
Energy   -106223.003 eV
Charge   +1

2.
Entry from OMol25: C12H17BN6O2Zr as an isolated structure in a non-equilibrium geometry (ωB97M-V/def2-TZVPD).

XYZ file:
```
39
Properties=species:S:1:pos:R:3:forces:R:3
C 2.6594 -0.4195 0.1473 -0.689 0.728 -1.530
N 1.3401 -0.3869 -0.2627 0.514 -0.062 0.738
N 1.2989 0.1751 -1.5171 -0.268 -0.300 0.192
C 2.5515 0.4683 -1.8940 -0.184 -0.154 0.269
C 3.4279 0.0921 -0.8895 0.598 -0.066 0.459
B 0.0627 0.2164 -2.4697 0.986 -1.202 -0.383
N -0.7400 -1.1277 -2.2674 0.071 0.355 -0.682
N -0.6527 -2.0036 -1.1979 -0.256 -1.087 1.489
C -1.2440 -3.1728 -1.5553 0.908 1.860 -0.137
C -1.6331 -3.0745 -2.8951 -0.529 -0.124 -0.759
C -1.3094 -1.7887 -3.3029 -0.023 0.031 0.504
Zr 0.3479 -1.8550 0.9363 5.884 0.085 -1.919
N -0.6246 1.6516 -2.4728 2.315 1.767 -3.789
N -1.5353 2.0782 -1.5308 -2.232 3.632 1.219
C -1.7876 3.3766 -1.7925 -0.513 -2.152 1.611
C -1.0785 3.7923 -2.9444 -1.445 1.698 1.002
C -0.3506 2.6708 -3.3425 1.411 -5.832 0.725
H -2.4456 3.9914 -1.1929 -0.106 -0.172 0.112
H 0.3259 2.5409 -4.1688 0.111 0.011 -0.289
H -1.0919 4.7657 -3.3996 0.052 0.483 -0.259
H 0.4932 0.1458 -3.6080 -0.172 0.169 0.375
H -1.4131 -1.2973 -4.2602 -0.097 -0.199 -0.030
H 2.7348 0.9191 -2.8607 0.159 -0.104 0.095
H -2.0859 -3.8511 -3.4905 -0.062 -0.018 -0.084
H 4.4991 0.1711 -0.9031 0.203 0.107 -0.020
H -1.3509 -3.9881 -0.8517 0.014 -0.161 -0.135
H 2.9521 -0.7427 1.1422 0.121 -0.058 -0.156
H -0.7486 -0.1930 0.7120 -0.387 -0.422 0.471
C -1.5151 -0.8171 1.2868 -2.600 0.041 0.776
H -2.3705 -0.9413 0.6142 -0.005 -0.001 0.283
H -1.2334 -1.9200 1.6638 -3.532 2.232 0.729
H -1.7837 -0.2532 2.1823 -0.140 -0.205 -0.034
C 1.1762 1.4466 3.6258 -0.379 0.322 -0.068
O 1.3024 -0.0393 3.7707 -0.748 -0.576 -1.967
C 0.9358 -0.7703 2.7799 1.144 -1.641 1.443
O 1.0994 -2.0891 2.8456 -0.481 1.785 -0.617
H 1.7568 1.8823 4.4363 -0.048 -0.256 -0.015
H 0.1167 1.7157 3.7168 0.328 -0.202 0.176
H 1.5633 1.7735 2.6558 0.080 -0.313 0.204
```
Forces are in eV/Å.

Kohn-Sham gap (alpha / beta)   3.0 / 3.0 eV
LUMO level (alpha / beta)   -0.7146 / -0.7144 Eh
E_HOMO (alpha / beta)   -22.452 / -22.451 eV
Maximum force   6.2 eV/A
Multiplicity   1
Energy   -27660.155 eV
Charge   +4

3.
Entry from OMol25: a 2-piece molecular cluster, C12H17BrI2N2O4P overall in a non-equilibrium geometry (ωB97M-V/def2-TZVPD).

XYZ file:
```
39
Properties=species:S:1:pos:R:3:forces:R:3
C 6.4664 2.1011 -1.0188 0.128 -0.088 -0.094
C 5.9408 1.3446 0.1896 -0.307 0.849 -0.510
I 6.1003 2.6023 1.9296 0.713 -0.556 0.275
C 4.4648 0.9918 0.0229 0.269 0.411 0.266
I 3.2646 2.8208 0.0677 -0.546 -0.279 -0.408
O 4.2835 0.2988 -1.2019 0.157 -0.120 0.103
C 3.3606 -0.7017 -1.1288 -0.139 0.789 0.184
O 3.6408 -1.8418 -1.1268 0.215 -1.140 -0.064
C 1.9446 -0.2060 -1.1064 0.084 0.022 -0.174
C 1.4666 0.4015 -2.2602 -0.384 0.226 0.158
C 0.1833 0.9012 -2.2628 0.696 -0.433 0.055
N -0.5778 0.7826 -1.1588 -0.088 0.236 0.267
P -2.2331 1.5354 -1.2844 -0.313 0.168 -0.906
O -2.8425 0.8777 0.0523 0.315 0.817 -0.045
Br -1.7394 3.6392 -0.7445 0.028 -0.417 0.167
C -0.1346 0.1807 -0.0432 0.361 -0.139 0.042
C 1.1407 -0.3434 0.0123 -0.355 0.073 -0.233
H 6.1573 1.6064 -1.9369 -0.023 -0.116 -0.080
H 6.0978 3.1202 -1.0434 -0.016 0.153 -0.012
H 7.5503 2.1139 -1.0117 0.139 0.118 0.089
H 6.5397 0.4520 0.3339 -0.180 -0.226 0.315
H 4.1315 0.3773 0.8547 -0.168 0.064 0.132
H 2.1076 0.5037 -3.1189 -0.019 0.097 -0.192
H -0.2296 1.3964 -3.1282 -0.243 0.067 0.006
H -3.4186 1.5457 0.4631 -0.138 -0.361 0.375
H -0.8223 0.1420 0.7851 -0.066 0.005 0.074
H 1.4914 -0.8371 0.9031 0.007 -0.029 0.129
C -6.7820 -2.0321 1.9519 -0.180 -0.042 0.051
O -7.3155 -0.9687 2.1861 0.083 0.069 -0.029
N -5.5008 -2.1598 1.5400 0.086 -0.159 -0.032
C -4.8936 -3.4473 1.2665 0.089 0.279 -0.009
C -4.7236 -0.9488 1.3724 -0.327 -0.142 0.186
H -7.3070 -2.9959 2.0560 0.035 -0.007 -0.009
H -4.0312 -3.6028 1.9186 0.000 -0.101 -0.021
H -4.5646 -3.4948 0.2258 0.008 -0.103 0.008
H -5.6128 -4.2432 1.4424 -0.034 0.013 0.012
H -4.6754 -0.4118 2.3228 0.050 0.091 -0.054
H -5.2074 -0.3036 0.6364 0.052 0.046 0.002
H -3.7208 -1.1965 1.0421 0.009 -0.134 -0.021
```
Forces are in eV/Å.

Kohn-Sham gap   6.5 eV
LUMO level   -0.1811 Eh
E_HOMO   -11.410 eV
Maximum force   1.2 eV/A
Multiplicity   1
Energy   -119416.498 eV
Charge   +1